1.
ORCA calculation (ωB97M-V with the def2-TZVPD basis set) on a 10-piece molecular cluster, C47H97Cl9N5O9P overall at a distorted geometry.

Atoms and positions in Å:
Cl (8.5243, 0.7859, -5.5361)
Cl (6.1403, 2.2296, -2.9024)
Cl (4.2364, -6.1384, 2.2154)
Cl (2.1259, -4.2342, 2.0052)
Cl (3.6392, 1.0590, -5.6911)
Cl (0.2640, -2.6878, -3.4933)
Cl (1.4715, -5.4548, -4.3045)
Cl (2.0664, 4.4160, -8.0764)
Cl (4.6116, -3.4458, 3.2764)
P (6.0458, -3.6663, -1.6758)
O (6.6656, -4.8698, -2.4630)
O (6.0480, -2.2874, -2.4525)
O (-3.5284, 0.5919, -1.2187)
O (4.5314, -4.0751, -1.2779)
O (-0.1986, 2.0792, 4.9771)
O (-2.3445, -5.9594, 0.6964)
O (0.2761, 3.4307, -1.1341)
O (6.7509, -3.3433, -0.3416)
O (2.0766, -0.4093, 0.6540)
N (0.8256, 1.8855, 5.8787)
N (-3.5173, -5.1550, 0.6362)
N (4.4611, -1.1783, -0.6278)
N (-3.5180, 0.1962, -2.5092)
N (0.3801, 3.8933, 0.1637)
C (0.3708, 2.1766, 7.2883)
C (2.7819, 4.5175, -0.1366)
C (0.2152, 5.5073, 2.5625)
C (1.4291, 4.9480, 0.3793)
C (-0.9790, 4.0935, 0.7814)
C (2.9446, -0.2029, -2.4396)
C (-0.6525, 1.2121, 7.8951)
C (-4.6077, -6.7689, -1.0315)
C (6.8144, 0.6231, -3.3075)
C (0.8775, -0.6313, 5.7900)
C (2.8135, 0.7057, 6.6943)
C (-5.9640, -0.2922, -2.3557)
C (-2.3409, -3.0090, 1.0884)
C (3.7056, 0.0676, -1.0893)
C (-5.2853, 1.8180, -3.4412)
C (6.9500, 0.3020, -4.7878)
C (0.6760, -0.5228, 0.8940)
C (-1.6850, 2.6995, 0.8883)
C (-4.5133, -2.8834, 0.1943)
C (-4.8336, 0.3715, -3.1196)
C (-1.9894, 2.0777, -3.4490)
C (2.4040, 0.7200, 4.2899)
C (-5.0792, -6.8622, 1.3542)
C (-3.2525, -3.7840, 0.1602)
C (1.6786, 0.6961, 5.6271)
C (2.6523, 0.5977, -0.1479)
C (-1.0689, 0.0999, -2.5489)
C (-2.3533, -0.2076, -4.6737)
C (-4.7835, -0.4170, -4.4558)
C (3.8670, -4.4508, 1.9677)
C (-3.6923, 0.0263, -5.3956)
C (-0.2670, 3.5855, 7.3957)
C (1.5344, -4.8341, -2.6326)
C (1.5643, 2.2221, 8.2652)
C (-2.5391, -3.7444, -1.2053)
C (-4.7214, -5.8837, 0.2559)
C (1.1260, 6.2725, -0.2974)
C (3.2577, 3.2943, -7.4347)
C (2.3931, 0.9958, 8.1216)
C (-2.3270, 0.5945, -3.3296)
C (-1.9783, 4.9997, 0.0564)
C (2.5294, 2.1781, -6.6014)
C (1.6380, -3.3476, -2.5300)
C (1.5445, 5.1389, 1.9441)
C (-0.8912, 4.5278, 2.2330)
C (-5.6934, -3.6164, -0.4543)
C (-5.8822, -4.9657, 0.2357)
H (2.3557, -5.2979, -2.0836)
H (-6.9598, -0.2171, -2.7918)
H (2.8610, 3.5112, 0.2812)
H (-1.2230, 2.2615, -4.2033)
H (-1.1484, 1.9955, 1.5281)
H (1.6458, -3.0487, -1.4848)
H (-1.5571, -4.2105, -1.2476)
H (3.5772, 1.4100, 6.3586)
H (1.9614, 2.7096, -5.8375)
H (0.4611, 4.3660, 7.1679)
H (-2.3964, -1.9344, 0.9071)
H (1.7679, 1.0595, -0.5936)
H (-1.0599, 3.8005, 6.6773)
H (-6.0095, -7.4161, 1.2171)
H (7.7959, 0.4955, -2.8538)
H (5.0753, -1.5989, -1.3457)
H (-1.6022, 6.0162, -0.0767)
H (-3.9191, -7.6067, -0.9356)
H (0.9113, -0.9569, 6.8310)
H (-4.3191, -6.1882, -1.9108)
H (0.4270, 0.1869, 1.6912)
H (4.2262, -4.1443, 0.9751)
H (-2.5581, -2.7373, -1.6236)
H (6.9556, -0.7881, -4.8358)
H (-4.5187, -1.4651, -4.2817)
H (3.6082, 5.1731, 0.1345)
H (-1.5515, 1.3491, 7.2919)
H (3.8612, -1.9951, -0.4849)
H (-1.5618, 0.1040, -5.3533)
H (-5.7615, -0.6189, -4.8977)
H (1.4713, -1.3888, 5.2778)
H (-3.6913, 1.0725, -5.7140)
H (-4.3469, -7.6666, 1.4529)
H (4.4405, 0.8640, -1.1986)
H (0.6069, -5.1019, -2.1229)
H (-0.3708, 0.1606, 7.8847)
H (-6.2333, -4.7463, 1.2454)
H (-1.6129, 2.4178, -2.4861)
H (-1.2989, -3.3180, 0.9982)
H (6.1982, -0.1534, -2.8474)
H (3.0164, 1.6242, 4.2813)
H (-2.1530, 4.5894, -0.9386)
H (-0.8139, 0.6849, -1.6606)
H (1.9988, -0.5845, -2.0532)
H (1.7046, 0.8239, 3.4602)
H (1.7944, 0.1122, 8.3551)
H (-5.7857, -1.3638, -2.2449)
H (-1.0028, 3.7481, 2.9888)
H (2.3118, 5.8459, 2.2574)
H (0.1346, 0.0562, 0.1382)
H (5.0795, -1.0542, 0.1672)
H (-0.1268, 0.1734, -3.0900)
H (2.1348, 3.1481, 8.1710)
H (-0.1786, -0.6685, 5.5294)
H (2.4483, -3.0730, -3.2024)
H (-3.1534, -4.2849, -1.9313)
H (2.8186, 0.7194, -3.0017)
H (0.2734, -1.5130, 1.0854)
H (3.0752, -0.1122, 4.0834)
H (-4.8763, -2.6770, 1.2012)
H (-4.9222, 2.6127, -2.7894)
H (-6.6905, -5.4523, -0.3134)
H (1.7825, 4.1316, 2.2951)
H (1.7812, 1.5724, -7.1086)
H (-6.2972, 1.9646, -3.8204)
H (-6.0618, 0.1104, -1.3462)
H (2.9037, 4.3879, -1.2127)
H (1.3000, 2.1681, 9.3237)
H (-2.3026, -1.2520, -4.3640)
H (0.2713, 5.7710, 3.6208)
H (-3.7895, -0.4532, -6.3719)
H (-2.6105, -3.0596, 2.1458)
H (-1.7886, 2.2049, -0.0767)
H (3.3043, -0.2574, 6.8437)
H (3.7590, 2.8626, -8.2987)
H (-5.5390, -7.1779, -1.4295)
H (-5.7264, -3.6813, -1.5450)
H (0.6678, 6.0736, -1.2696)
H (-2.8003, 2.7142, -3.8079)
H (-5.1358, -6.4450, 2.3611)
H (2.0227, 6.8431, -0.5338)
H (-0.8876, 1.3488, 8.9507)
H (-1.2025, -0.8459, -2.0233)
H (-2.8956, 5.1447, 0.6243)
H (3.4495, -1.0065, -2.9761)
H (-2.6154, 2.7961, 1.4490)
H (6.1577, 0.5907, -5.4806)
H (-6.6110, -3.0350, -0.3248)
H (-4.8258, 2.1745, -4.3696)
H (-0.0879, 6.5013, 2.2169)
H (-0.7247, 3.7846, 8.3645)
H (3.1509, 1.3064, 0.5207)
H (-1.7902, 5.0827, 2.5163)
H (-4.4877, -2.0005, -0.4443)
H (3.9459, 3.8678, -6.8183)
H (0.3496, 6.8594, 0.1941)
H (3.3178, 0.9364, 8.6968)

Computed properties:
relative energy (zero: lowest compared OMol25 entry of this formula, charge and spin): 4.317 eV
2S+1: 5
LUMO level (alpha / beta): 2.8851 / 2.4315 eV
HOMO-LUMO gap (alpha / beta): 2.45 / 2.00 eV
highest occupied orbital energy (alpha / beta): 0.43 / 0.43 eV
E: -7282.68694 a.u.
net charge: -2

Here are the Löwdin charges for atoms 1 to 99, given in e:
1. Cl 0.472
2. Cl 0.493
3. Cl 0.524
4. Cl 0.475
5. Cl 0.604
6. Cl 0.559
7. Cl 0.516
8. Cl 0.539
9. Cl 0.432
10. P -0.058
11. O -0.536
12. O -0.489
13. O -0.010
14. O -0.514
15. O -0.036
16. O -0.002
17. O -0.029
18. O -0.523
19. O -0.193
20. N -0.039
21. N -0.031
22. N 0.206
23. N -0.061
24. N -0.029
25. C -0.460
26. C -0.043
27. C -0.197
28. C -0.488
29. C -0.456
30. C -0.038
31. C -0.040
32. C -0.016
33. C -0.636
34. C -0.011
35. C -0.144
36. C -0.052
37. C -0.053
38. C -0.269
39. C -0.027
40. C -0.638
41. C -0.065
42. C -0.023
43. C -0.126
44. C -0.483
45. C -0.024
46. C -0.026
47. C -0.066
48. C -0.477
49. C -0.467
50. C -0.203
51. C -0.095
52. C -0.111
53. C -0.155
54. C -1.526
55. C -0.194
56. C -0.049
57. C -0.678
58. C -0.162
59. C -0.011
60. C -0.523
61. C -0.039
62. C -0.654
63. C -0.210
64. C -0.428
65. C -0.026
66. C -0.610
67. C -0.611
68. C -0.113
69. C -0.158
70. C -0.200
71. C -0.169
72. H 0.072
73. H 0.087
74. H 0.068
75. H 0.094
76. H 0.072
77. H 0.078
78. H 0.075
79. H 0.117
80. H 0.049
81. H 0.079
82. H 0.085
83. H 0.110
84. H 0.072
85. H 0.088
86. H 0.074
87. H 0.012
88. H 0.068
89. H 0.083
90. H 0.055
91. H 0.069
92. H 0.061
93. H -0.025
94. H 0.069
95. H 0.074
96. H 0.120
97. H 0.093
98. H 0.091
99. H 0.109


2.
ORCA calculation (ωB97M-V with the def2-TZVPD basis set) on a 2-piece molecular cluster, C7H13N2O overall at a distorted geometry.

Atoms and positions in Å:
O (-2.3365, 3.4024, 0.2168)
N (-0.5501, 2.0778, -0.0544)
N (0.8063, 0.1898, 0.2279)
C (-1.2804, 0.0214, -1.3221)
C (-0.4836, 0.8543, -0.2882)
C (-1.2457, 3.2130, -0.2557)
C (2.0535, 0.6450, -0.4671)
C (-1.2666, -0.4359, 1.4621)
C (-0.6869, -1.4973, 1.4480)
C (-0.2470, -2.8489, 1.3991)
H (-0.6089, 4.0694, -0.7173)
H (-2.0969, -0.3469, -0.5902)
H (-1.6876, 0.7200, -2.1099)
H (1.8048, 1.2922, -1.4444)
H (2.6511, 1.3247, 0.1938)
H (0.7749, -2.9629, 1.5677)
H (-0.4389, -3.3337, 0.3397)
H (-0.8596, -0.8762, -1.7343)
H (-0.9117, -3.4621, 2.0495)
H (2.6529, -0.2636, -0.6023)
H (-1.8262, 0.4068, 1.5499)
H (0.6243, -0.8070, 0.0731)
H (0.9478, 0.1599, 1.2752)

Computed properties:
relative energy (zero: lowest compared OMol25 entry of this formula, charge and spin): 6.055 eV
LUMO level: -4.0196 eV
HOMO-LUMO gap: 9.84 eV
highest occupied orbital energy: -13.86 eV
E: -458.85141 a.u.
net charge: +1

So, what does the natural (NBO) scheme give us? The charges, in e, come out as:
1. O -0.502
2. N -0.494
3. N -0.583
4. C -0.719
5. C 0.541
6. C 0.514
7. C -0.448
8. C -0.285
9. C 0.008
10. C -0.721
11. H 0.157
12. H 0.278
13. H 0.275
14. H 0.259
15. H 0.252
16. H 0.246
17. H 0.256
18. H 0.248
19. H 0.292
20. H 0.238
21. H 0.269
22. H 0.445
23. H 0.474


Among the records above, which one has the highest E?
C7H13N2O


Among the records above, which one has the lowest E?
C47H97Cl9N5O9P